Density functional theory data (wB97M-V/def2-TZVPD) for C30H20CrO3S as an isolated structure.

```
55
Properties=species:S:1:pos:R:3:forces:R:3
C 2.928 0.147 0.734 0.1830 0.7401 -0.4085
H -2.895 4.167 -1.123 0.4396 -0.1745 0.6410
H -4.013 4.285 1.120 0.5635 0.0418 -0.0406
H 2.742 0.667 -1.364 0.3305 0.2188 0.3604
C 4.808 0.507 -0.793 -0.3093 -0.2908 0.1594
C -1.106 -4.324 -3.032 2.1548 -6.8863 -0.4544
C 0.382 -0.747 4.472 0.2149 0.0003 -0.4141
H 0.843 -1.104 5.396 -0.2190 0.2151 -0.3079
C -1.002 -0.629 4.360 -0.2636 0.3069 -0.0531
H -2.580 0.083 -1.682 0.1263 -0.2262 -0.3880
H -3.929 -0.880 -3.549 0.1962 -0.0933 -0.0591
C 5.228 -0.211 1.471 -0.2795 -0.1894 -0.2866
C -0.926 3.274 2.156 0.0943 -0.3014 -0.1250
C -2.348 3.866 -0.212 0.3071 -0.1786 0.2439
C 0.678 0.152 -0.309 -0.2418 -1.0673 -0.5192
C -2.846 -1.001 -3.551 -0.6422 0.2766 -0.5739
H -2.793 -2.159 -5.380 0.1039 0.0232 0.2145
C -2.958 3.988 1.055 0.1089 -0.1879 0.1424
H -2.643 -0.106 3.014 0.3059 -0.0726 0.2166
H 2.273 -0.523 3.511 -0.4545 0.1705 0.3225
C -1.038 3.368 -0.297 0.0774 -0.1413 0.2744
C -1.565 -0.207 3.149 0.5352 -0.1997 -0.4009
C -0.982 -2.931 -0.920 2.4270 -1.5677 6.3867
C -0.698 -0.610 -2.472 1.0300 1.2550 1.1542
C 0.666 -0.045 2.155 -0.5641 0.4772 0.1726
C -0.729 0.051 2.056 -0.9096 -0.3987 0.2595
C -2.237 3.751 2.245 0.0688 0.0614 -0.4444
H 5.145 0.766 -1.798 0.0185 -0.0643 0.3660
H -0.314 -2.493 -5.295 -0.1416 0.0376 0.0968
C -0.378 2.962 0.890 -1.2164 0.5431 0.0936
H 1.003 -1.541 -3.403 -0.3760 0.0331 -0.1315
O -4.079 -4.011 -1.517 3.8227 3.1688 -2.4655
C 3.433 0.480 -0.534 0.4255 0.0282 -0.3426
C -3.235 -3.370 -2.000 -5.6788 -3.7592 3.3363
C -0.075 -1.370 -3.480 1.6984 0.4715 0.3225
C -0.819 -1.906 -4.530 0.0157 -0.0296 -0.8980
C -2.208 -1.726 -4.568 -0.4341 0.3880 -1.1665
C 1.208 -0.424 3.387 -0.1268 -0.1970 0.3545
C -2.098 -0.456 -2.506 -0.1351 1.2363 1.1406
H -1.651 -0.832 5.215 0.2631 -0.0150 -0.2699
C 5.716 0.170 0.218 -0.2609 0.3323 -0.0318
C 0.060 -0.177 -1.305 0.1443 0.4155 0.0954
C 3.849 -0.248 1.712 0.1417 -0.0893 0.1298
H -0.267 3.168 3.021 -0.5598 -0.1630 0.0029
O -0.839 -5.451 -3.082 -1.1603 4.9733 -0.0487
H -1.196 0.271 1.088 0.1783 0.1611 0.5450
H 6.789 0.228 0.032 -0.3365 -0.0908 0.0665
H -0.463 3.345 -1.227 -0.4993 -0.1323 0.0930
S 1.232 2.334 0.866 1.6238 1.2579 0.2212
C 1.442 0.456 0.946 -0.8481 -1.3645 -0.8190
H 3.516 -0.656 2.655 0.4570 0.3091 -0.2946
H -2.691 3.944 3.231 0.3187 -0.0784 -0.6782
H 5.912 -0.509 2.270 -0.2473 0.0962 -0.3248
Cr -1.644 -2.537 -2.638 -0.8307 -0.7411 -0.7580
O -0.609 -3.247 0.139 -1.6395 1.4611 -4.7072
```
Positions in Å, forces in eV/Å.

Its spin multiplicity is 4. The strongest force on any atom is 7.584 eV/Å. The total energy comes out at -76800.119 eV. As for the charge: +3. The value obtained for the HOMO-LUMO gap (alpha / beta) is 0.2361 / 0.1359 Ha.